No. 1
# C20H37IrN7OS2Si

C20H37IrN7OS2Si as an isolated structure at a distorted geometry (ωB97M-V/def2-TZVPD, OMol25).

```
69
Properties=species:S:1:pos:R:3:mulliken_charge:R:1
H 0.02265 -3.36388 0.05034 -0.034
H -1.88810 0.93022 2.88958 0.187
C -1.82126 -4.72873 1.29035 -0.682
H -0.94851 -2.94699 -1.37811 -0.264
Ir -0.31148 -0.15622 0.11676 2.600
H -1.37501 1.95082 4.25394 0.510
C 2.80675 0.14076 2.86049 -0.331
C 3.45675 -2.93239 1.17913 -0.979
N -1.76575 -4.40759 -0.14094 0.172
H -4.38501 -4.33918 1.66097 0.346
H -4.28697 -2.62127 2.08582 0.318
C 2.71701 -2.02127 -1.69214 -0.822
C -2.00423 2.47434 0.08443 0.719
H -2.39558 -5.64301 1.43222 0.351
H 5.55172 -1.01556 -0.56739 0.355
H 1.54722 0.43793 -6.36176 0.405
H 4.01295 -3.71796 0.66648 0.437
Si 3.21977 -1.45476 0.02052 -0.093
H 2.64470 -1.17463 -2.37824 0.069
H 1.76527 -2.55398 -1.70282 0.243
C 1.17478 0.93445 4.41737 -0.590
N -1.61476 1.33906 0.08160 -0.747
C 1.24035 -0.37274 -5.70303 -1.118
H 1.12309 0.77826 -3.84469 0.431
H -0.35866 0.80747 -4.80798 0.389
H -1.64612 0.23544 4.51014 0.323
C 0.48718 0.19239 -4.50795 -0.479
H -3.11474 -3.95556 -1.69264 0.281
N 0.45572 0.20018 2.28600 -0.051
H 0.61831 -1.05290 -6.28733 0.292
C 4.76962 -0.39510 -0.12627 -1.115
H -3.71121 -5.09461 -0.47635 0.348
H 2.49513 -3.34501 1.49250 0.288
S -2.55823 3.94284 0.09470 -0.183
H 0.90527 1.32799 5.38816 0.506
C 1.74953 -0.09479 1.94717 0.728
O -0.40050 -0.58874 -2.10336 -1.025
C -1.68149 -2.43278 1.86411 -0.619
C -1.27823 0.96936 3.78919 -1.420
H -2.55171 0.60087 -4.68108 0.414
H -2.15523 -1.61318 2.40826 0.150
S -0.12981 -1.18112 -3.48127 0.194
N -2.44880 -3.63918 2.04054 0.186
H 3.48178 -2.69512 -2.08252 0.472
C -1.79314 -1.38650 -4.21589 -0.368
H -0.80928 -4.89456 1.66490 0.343
C 0.15154 0.68841 3.46745 0.562
H 4.01420 -2.65079 2.07439 0.357
H 3.82758 -0.07437 2.57755 0.318
H -2.96095 -1.62215 -1.14313 0.066
H -0.66969 -2.57947 2.25003 0.187
N -1.60184 -2.05438 0.41930 0.161
C -0.99341 -3.20490 -0.32111 0.103
C -2.71291 -0.20241 -3.96476 -1.154
H -2.18098 -2.30413 -3.77150 0.213
H 4.59181 0.45158 -0.79166 0.337
H -1.62441 -1.57887 -5.27698 0.549
H -3.46807 -1.05498 0.46276 0.320
H 5.14245 -0.00976 0.82262 0.371
C -3.00283 -1.87798 -0.08247 -0.542
H 2.13235 -0.91822 -5.39599 0.322
C 2.49899 0.67073 4.09726 -0.747
C -3.80630 -3.42649 1.52815 -0.688
H -2.56888 0.19883 -2.96063 0.178
N 1.84158 -0.58152 0.71794 -0.337
H 3.28278 0.88333 4.81167 0.477
N -3.76856 -3.08450 0.10235 0.115
C -3.13167 -4.18473 -0.62513 -0.678
H -3.75240 -0.51346 -4.05970 0.373
```

Its charge is +2. The spin multiplicity is 6. The calculation puts the HOMO-LUMO gap (alpha / beta) at 8.80 / 5.09 eV. Its HOMO energy (alpha / beta) is -14.14 / -14.10 eV. The expectation value of S² is 8.825.


No. 2
# C2HCl3S2

One molecule with the formula C2HCl3S2 at a distorted geometry (ωB97M-V/def2-TZVPD, OMol25).

```
8
Properties=species:S:1:pos:R:3:mulliken_charge:R:1
C -0.95685 0.29854 0.10924 0.552
C 0.41672 -0.12851 0.09890 -0.311
S 1.29093 -0.23007 -1.35671 -0.075
H 2.28968 -1.25856 -0.95732 0.209
Cl -1.14555 2.12315 -0.45270 -0.147
S 1.72206 -0.39087 1.90384 -0.055
Cl -1.93457 -0.60450 -1.04303 -0.084
Cl -1.68243 0.19080 1.69779 -0.088
```

Its charge is 0. The calculation puts the HOMO-LUMO gap (alpha / beta) at 7.79 / 6.11 eV. Its HOMO energy (alpha / beta) is -9.76 / -8.76 eV.


No. 3
# C3H4N2O2S

One molecule with the formula C3H4N2O2S at a distorted geometry (ωB97M-V/def2-TZVPD, OMol25).

```
12
Properties=species:S:1:pos:R:3:mulliken_charge:R:1
C -0.77236 0.08291 0.17297 0.398
C 0.28389 1.08832 0.50871 -0.303
C 1.91589 -0.41345 -0.41132 0.188
N 1.31726 -1.50452 -0.17808 -0.419
H 2.92754 -0.51379 -0.80331 0.372
N -1.94505 0.54247 -0.13291 -0.295
H 0.60436 0.99465 1.54466 0.244
O -2.91330 -0.33903 -0.43147 -0.303
H -0.04076 2.07292 0.31458 0.259
S -0.31895 -1.59568 0.29992 -0.090
H -2.53173 -1.26749 -0.56124 0.304
O 1.47322 0.85268 -0.32251 -0.355
```

Its charge is 0. The calculation puts the HOMO-LUMO gap at 9.68 eV. Its HOMO energy is -9.02 eV.


No. 4
# C38H33BCl2N8O2Pd

C38H33BCl2N8O2Pd as an isolated structure (ωB97M-V/def2-TZVPD, OMol25).

```
85
Properties=species:S:1:pos:R:3:mulliken_charge:R:1
H 3.24216 0.07030 4.90334 0.381
H 1.17627 4.07972 -5.32188 0.462
H -3.80572 -3.69606 -0.00999 0.602
C -3.64105 -0.73824 0.26818 0.430
C -3.49174 0.26103 1.22666 0.020
C 1.59869 -0.50578 -2.73616 -0.099
H 4.49882 2.39569 0.49048 0.447
C 3.48266 2.72940 0.66268 -0.185
C 2.50911 1.57484 0.41077 0.204
H 2.36962 -4.85093 1.77713 0.300
C -2.33265 3.86238 -0.40703 0.061
N 1.34780 -2.08266 -1.28031 0.484
C 0.08770 2.23021 4.22611 -0.711
C 1.66199 1.98977 -5.46269 -0.845
C -5.56223 1.26273 0.53527 -0.583
C -3.32087 3.59757 -1.34844 -0.238
C 2.73443 -3.97817 -2.22650 -1.354
C 1.78198 -0.77040 2.82971 0.147
H -0.57367 3.07871 0.56377 0.721
C -2.63803 -1.80694 0.13283 -0.551
N 1.06235 -1.06362 1.69884 0.200
C 1.06747 1.92914 -2.72199 0.320
C -3.31694 2.36606 -1.98128 -1.323
H 3.40616 -1.93154 3.86462 0.533
C -1.61035 -3.76241 -0.04158 0.952
C -4.44261 1.26056 1.35804 -0.619
C 1.78240 0.81030 -4.78001 -1.044
C 1.46823 0.74288 -3.38980 1.300
H -4.07532 4.34030 -1.57025 0.608
C 2.08936 1.74428 5.53273 -0.936
N 0.99654 -0.85154 -1.54362 0.799
C -4.77404 -0.73854 -0.54165 -0.477
C 1.25621 3.14501 -4.78231 -0.580
H -6.60783 0.24813 -1.03910 0.449
H -4.90547 -1.51956 -1.28050 0.493
C -1.37800 2.89116 -0.13658 -0.730
H 2.07763 -0.08615 -5.30531 0.383
H 3.80994 -4.28167 2.62790 0.399
C 0.97022 3.10905 -3.41477 -1.252
C -5.72802 0.25942 -0.40975 -0.852
B 0.81319 -2.86234 -0.01426 -0.740
N -1.39349 1.70359 -0.74042 1.342
C 2.34012 -1.62912 -3.19851 -1.275
H 3.38017 -4.12300 -1.36179 0.171
H -0.78952 2.84194 4.06712 0.525
H 1.16008 -3.99224 -0.10022 -0.024
H 0.74948 3.38081 5.91776 0.444
H 1.87906 2.03330 -6.52052 0.444
H 2.74543 1.98933 6.35589 0.446
N 1.47836 -2.21828 1.26071 0.686
H -0.62842 -5.52617 0.68596 0.303
N -1.33103 -1.56330 0.14887 0.980
C -1.24395 -5.20286 -0.15323 -1.451
C -2.28405 5.09996 0.32160 -0.367
C 2.71073 -1.82693 3.05088 -1.358
C -2.34357 1.44426 -1.64480 -0.606
C 2.48646 -2.73538 2.06540 0.451
H 3.67457 -4.06459 0.88598 0.176
O 2.97383 0.47992 0.11881 -0.607
H 3.32452 -4.15118 -3.12316 0.401
H 2.93626 -1.69162 -4.09109 0.530
H -2.14975 -5.80406 -0.15900 0.392
Cl 3.36787 3.24935 2.35445 -0.121
H -4.06806 2.11399 -2.71563 0.522
N -2.25878 6.07472 0.92689 -0.457
H -4.32972 2.02272 2.11873 0.466
C 0.95879 2.52986 5.28273 -0.503
H 1.94146 -4.72406 -2.18380 0.272
Pd -0.02387 0.18416 0.13639 0.949
Cl 3.15740 4.07387 -0.44225 -0.143
C 2.36209 0.67171 4.72565 -0.697
H -2.32575 0.45797 -2.09182 0.550
C 3.11592 -4.05853 1.82137 -1.385
C -2.85805 -3.18609 0.00457 -1.525
N -0.69474 -2.76279 0.04674 -0.254
C 1.50385 0.35554 3.63553 0.934
H 0.89150 1.91782 -1.65758 0.893
C 0.35242 1.16194 3.41523 1.215
H -2.64380 0.22568 1.90363 0.486
H -6.31540 2.03126 0.64786 0.480
H -0.33688 0.89282 2.62561 -0.105
O 1.26259 1.86232 0.53325 -0.052
C 2.18122 -2.60013 -2.26671 0.437
H -0.69671 -5.40788 -1.07374 0.278
H 0.69498 4.01726 -2.89662 0.576
```

Its charge is +2. The spin multiplicity is 5. The calculation puts the HOMO-LUMO gap (alpha / beta) at 8.10 / 4.74 eV. Its HOMO energy (alpha / beta) is -13.66 / -13.66 eV. The expectation value of S² is 6.076.


No. 5
# C4H5NO2

One molecule with the formula C4H5NO2 (ωB97M-V/def2-TZVPD, OMol25).

```
12
Properties=species:S:1:pos:R:3:mulliken_charge:R:1
O 0.14699 -1.83496 -0.82970 -0.139
O 2.14849 -0.70341 -0.69629 -0.483
C 1.00213 -0.77121 -0.39245 0.382
C -1.15083 -1.53706 -0.73297 -0.269
H 0.47396 2.07309 0.30299 0.241
H -1.01113 0.41498 -1.43241 0.295
H -0.16369 -0.61613 1.29980 0.313
C -1.16658 -0.04679 -0.44078 -0.429
H -2.08896 0.35053 -0.01773 0.344
N 0.43138 1.33278 0.99092 -0.590
H 1.31322 1.27715 1.48734 0.255
C 0.06502 0.06102 0.46129 0.079
```

Its charge is 0. The calculation puts the HOMO-LUMO gap at 8.97 eV. Its HOMO energy is -8.99 eV.


No. 6
# C15H16BrCuFN2O2Si

C15H16BrCuFN2O2Si as an isolated structure (ωB97M-V/def2-TZVPD, OMol25).

```
39
Properties=species:S:1:pos:R:3:mulliken_charge:R:1
C -2.36551 -1.36195 0.09355 0.447
H -2.48589 1.77666 -2.46107 0.308
C 3.08853 -0.78325 -0.31605 0.594
C 2.49144 1.37523 0.14136 0.755
H -5.08086 2.20049 -0.33936 0.341
H -0.93655 -4.47901 0.32076 0.407
N -1.88504 -0.07368 0.06652 -0.138
N 2.12186 0.09245 -0.04966 -0.389
C -4.03716 -3.14440 0.06805 -0.971
C -1.46577 -2.42569 0.19682 1.218
H -5.08420 -3.41412 0.01440 0.402
C -3.07765 -4.14268 0.17179 -0.408
H 5.15869 -1.20548 -0.61617 0.403
C -3.70392 -1.79921 0.03033 0.029
C 4.42977 -0.44138 -0.39451 -0.522
C 3.80103 1.80375 0.08276 -0.506
H 5.83097 1.17097 -0.24444 0.428
Si -2.81547 1.42200 -0.04305 0.424
O 0.20081 1.87369 0.44754 -0.475
H -3.25928 3.31134 1.47551 0.332
H -5.16047 0.72034 0.60230 0.353
H -1.62796 2.69626 1.75138 0.272
C -2.65279 2.40418 1.54069 -0.996
F -0.11632 -2.04346 0.26096 -0.260
H -3.03175 1.81575 2.38057 0.293
O 1.68160 3.54388 0.59617 -0.658
C -1.74351 -3.76384 0.23835 -0.976
H -1.25213 2.66534 -1.54972 0.247
C -4.67324 1.18892 -0.25357 -1.295
H -4.95289 0.65199 -1.16136 0.353
H -4.49688 -1.07559 -0.05250 0.126
C 1.38223 2.38119 0.42597 0.178
H -3.35498 -5.18634 0.20070 0.375
C 4.79150 0.87681 -0.18838 -0.325
H 3.99427 2.85297 0.25034 0.491
Br 2.66163 -2.59162 -0.63068 -0.108
Cu 0.02354 0.00913 0.16265 -0.066
H -2.89970 3.28713 -1.65178 0.326
C -2.29964 2.37762 -1.56695 -1.006
```

Its charge is 0. The spin multiplicity is 2. The calculation puts the HOMO-LUMO gap (alpha / beta) at 7.06 / 6.54 eV. Its HOMO energy (alpha / beta) is -7.63 / -7.56 eV. The expectation value of S² is 0.753.


What energy above the lowest of the compared OMol25 structures with the same formula, charge and spin values result from the calculations? In sequence: 0.0, 77.2, 78.4, 0.0, 70.2, 13.0 kcal per mole.
What total energy values result from the calculations? In sequence: -2432.395949, -2253.599501, -774.801912, -3129.021995, -360.557510, -5445.104547 hartree.